A cluster of 8 separate species, C33H85N3O15S5 in total at a distorted geometry, computed with ωB97M-V/def2-TZVPD.

Structure (XYZ):
```
141
C33H85N3O15S5 | OMol25 | ωB97M-V/def2-TZVPD
C -2.740 3.668 -2.963
C -3.956 2.815 -3.258
O -3.757 1.512 -2.693
S -4.987 0.506 -2.710
C -5.929 1.114 -1.350
O -5.717 0.681 -3.920
O -4.444 -0.765 -2.371
H -2.342 3.533 -1.959
H -3.015 4.722 -3.045
H -1.942 3.522 -3.693
H -4.843 3.310 -2.852
H -4.127 2.774 -4.335
H -6.807 0.484 -1.247
H -6.152 2.166 -1.491
H -5.262 1.018 -0.491
C -2.849 -4.854 -1.950
C -3.935 -4.120 -1.210
O -3.373 -3.789 0.099
S -4.364 -3.407 1.251
C -4.937 -1.835 0.691
O -5.461 -4.322 1.231
O -3.597 -3.246 2.430
H -2.519 -5.705 -1.356
H -2.002 -4.188 -2.119
H -3.222 -5.186 -2.918
H -4.161 -3.165 -1.685
H -4.810 -4.745 -1.050
H -4.105 -1.249 0.302
H -5.360 -1.318 1.550
H -5.671 -1.992 -0.094
C -0.320 1.242 -5.164
C 0.739 0.180 -5.003
O 1.976 0.825 -4.621
S 3.014 -0.041 -3.794
C 2.246 -0.078 -2.212
O 3.092 -1.344 -4.353
O 4.182 0.752 -3.694
H 0.098 2.121 -5.662
H -0.803 1.543 -4.237
H -1.076 0.892 -5.873
H 0.431 -0.545 -4.245
H 0.914 -0.373 -5.923
H 1.434 -0.794 -2.280
H 1.901 0.922 -1.967
H 2.981 -0.418 -1.486
C -0.341 -1.394 2.656
C -0.801 -1.328 1.215
O -0.286 -0.125 0.594
S -1.295 0.642 -0.341
C -1.511 -0.543 -1.644
O -2.517 0.821 0.381
O -0.571 1.740 -0.873
H -0.476 -0.436 3.153
H 0.706 -1.697 2.701
H -0.903 -2.165 3.184
H -0.467 -2.182 0.622
H -1.891 -1.332 1.167
H -2.078 -1.386 -1.266
H -0.501 -0.836 -1.917
H -1.956 -0.006 -2.473
C 2.052 -6.430 1.357
C 1.774 -5.268 0.439
O 2.964 -4.463 0.382
S 2.987 -3.282 -0.670
C 3.756 -4.077 -2.045
O 1.633 -2.998 -1.053
O 3.843 -2.276 -0.152
H 2.806 -7.107 0.952
H 1.166 -7.043 1.523
H 2.422 -6.078 2.320
H 1.500 -5.661 -0.548
H 0.904 -4.680 0.729
H 4.023 -3.324 -2.783
H 3.063 -4.815 -2.436
H 4.655 -4.548 -1.649
C 1.324 -3.939 8.947
C 1.735 -3.988 7.475
N 1.322 -5.196 6.779
C 2.002 -6.373 7.318
C 1.533 -7.694 6.737
C 1.620 -5.043 5.357
C 0.728 -3.998 4.682
H 0.243 -4.061 9.036
H 1.617 -2.994 9.402
H 1.765 -4.744 9.533
H 1.292 -3.106 7.014
H 2.833 -3.861 7.404
H 3.096 -6.269 7.167
H 1.873 -6.401 8.397
H 1.979 -8.494 7.329
H 0.447 -7.784 6.779
H 1.848 -7.825 5.703
H 1.408 -6.001 4.887
H 2.685 -4.814 5.183
H 1.213 -3.019 4.710
H -0.262 -3.930 5.125
H 0.647 -4.208 3.612
C 1.279 5.850 -6.229
C 2.700 5.448 -5.844
N 2.881 5.330 -4.402
C 4.305 5.365 -4.054
C 5.162 4.194 -4.539
C 2.192 4.143 -3.917
C 2.158 4.043 -2.400
H 1.293 6.501 -7.105
H 0.828 6.398 -5.403
H 0.653 4.995 -6.492
H 3.012 4.535 -6.383
H 3.410 6.188 -6.227
H 4.675 6.315 -4.445
H 4.377 5.440 -2.967
H 6.169 4.283 -4.135
H 4.722 3.245 -4.234
H 5.212 4.189 -5.629
H 2.615 3.198 -4.287
H 1.174 4.124 -4.316
H 3.162 3.874 -2.004
H 1.533 3.199 -2.100
H 1.767 4.949 -1.935
C -1.689 2.731 3.180
C -0.892 4.018 3.399
N -1.012 4.949 2.276
C -0.241 6.155 2.576
C -0.776 6.929 3.764
C -0.529 4.297 1.066
C -0.575 5.209 -0.147
H -2.679 2.921 2.771
H -1.821 2.220 4.142
H -1.137 1.982 2.610
H -1.264 4.472 4.315
H 0.171 3.757 3.553
H 0.839 5.932 2.642
H -0.333 6.837 1.730
H -0.678 6.421 4.724
H -0.294 7.904 3.843
H -1.845 7.103 3.621
H -1.148 3.445 0.798
H 0.477 3.857 1.217
H -0.493 4.591 -1.044
H 0.177 5.992 -0.183
H -1.568 5.666 -0.191
```

Properties
E_HOMO ... -8.12 eV
E_LUMO ... 0.226 eV
Gap between HOMO and LUMO ... 8.34 eV
Energy ... -4592.0679 Ha
Total charge ... 0
Structure (SMILES) ... CCOS(C)(=O)=O.CCOS(C)(=O)=O.CCOS(C)(=O)=O.CCOS(C)(=O)=O.CCOS(C)(=O)=O.CCN(CC)CC.CCN(CC)CC.CCN(CC)CC

Mulliken atomic charge list, values in e, 5 entries: atom 1 (C): -0.6008, atom 2 (C): -0.4624, atom 3 (O): -0.1892, atom 4 (S): 1.0728, atom 5 (C): -0.8512